[1]
C12H25N5O3 in the gas phase in a non-equilibrium geometry. Source: the OMol25 dataset; level of theory: ωB97M-V/def2-TZVPD.

Computed properties:
* energy above the lowest of the compared OMol25 structures with the same formula, charge and spin: 340.1 kJ/mol
* SMILES string: [H]/N=C(\N)NCCC[C@H](N)C(=O)N[C@H](C(=O)O)[C@@H](C)CC
* total energy: -971.68308 hartree
* multiplicity: 1

Last column: Mulliken charge in e.
Cartesian coordinates (Å):
H: -0.9753 -4.1723 -0.8450  0.171
N: -1.0874 -3.4308 -0.1678  -0.547
C: -1.2234 -3.8250 1.0954  0.435
N: -1.3635 -5.1933 1.4340  -0.614
N: -1.3212 -2.9252 2.1491  -0.340
C: -0.4890 -1.7717 1.9271  -0.884
C: 0.9670 -2.1021 2.0375  -0.191
C: 1.6596 -0.7369 1.9830  -1.102
C: 2.3387 -0.2315 0.6188  0.172
N: 3.3254 0.8976 0.7790  -0.743
C: 1.1205 0.3351 -0.1916  0.015
O: 0.4501 -0.5212 -0.8174  -0.740
N: 0.8554 1.6597 -0.1043  -0.058
C: -0.4065 2.3514 -0.3358  -0.321
C: -1.2744 1.9803 0.9038  0.189
O: -1.1337 0.9074 1.3852  -0.321
O: -2.2159 2.8910 1.1390  -0.547
C: -0.9548 1.8147 -1.8112  1.208
C: -2.3809 1.3017 -1.8892  -2.153
C: -0.5851 2.5963 -3.0408  -0.589
C: 0.9564 2.8840 -3.1649  -1.087
H: -1.0719 -5.5157 2.3732  0.212
H: -0.9836 -5.9258 0.8102  0.255
H: -1.3956 -3.3415 3.0499  0.287
H: -0.8826 -1.3816 0.9790  0.218
H: -0.6622 -1.1200 2.7429  0.579
H: 1.0107 -2.6174 3.0042  0.343
H: 1.4497 -2.7482 1.2164  0.286
H: 2.3911 -0.7212 2.7549  0.478
H: 0.8493 -0.0540 2.2687  0.357
H: 2.7800 -1.0672 0.1125  0.493
H: 3.8290 1.0171 -0.0753  0.243
H: 4.0572 0.4625 1.3488  0.291
H: 1.4313 2.1679 0.5790  0.394
H: -0.1017 3.4143 -0.4516  0.426
H: -2.4078 3.6210 0.5829  0.377
H: -0.2612 0.9430 -2.0331  -0.032
H: -2.4850 0.5214 -1.2603  0.444
H: -3.0679 2.0385 -1.5627  0.402
H: -2.6255 1.0983 -2.9082  0.488
H: -1.1648 3.5685 -3.0247  0.326
H: -0.8804 1.9585 -3.9823  0.303
H: 1.5922 1.9491 -3.1400  0.212
H: 0.9913 3.4492 -4.1029  0.452
H: 1.3469 3.5742 -2.3653  0.214


[2]
A molecular structure, C21H20IrN2O4S4 in a non-equilibrium geometry. Source: the OMol25 dataset; level of theory: ωB97M-V/def2-TZVPD.

Computed properties:
* energy above the lowest of the compared OMol25 structures with the same formula, charge and spin: 221.0 kJ/mol
* total energy: -2919.73621 hartree
* multiplicity: 2

Last column: Mulliken charge in e.
Cartesian coordinates (Å):
Ir: -0.0190 -0.0821 0.0498  1.312
O: -1.2588 -0.8444 -1.2475  -0.965
C: -1.1721 -0.3980 -2.5217  0.684
C: -1.1630 -1.3077 -3.5718  -0.136
C: -1.0989 -0.8713 -4.8862  -0.659
C: -1.0738 0.4868 -5.1899  -0.642
C: -1.1147 1.3963 -4.1499  -0.817
C: -1.1483 0.9642 -2.8256  0.559
C: -1.2146 1.9326 -1.7458  -0.195
N: -1.0389 1.6091 -0.5253  0.473
N: -1.2740 2.5815 0.4482  -0.954
C: -0.6308 2.2442 1.5139  0.342
O: 0.1862 1.2334 1.5843  -0.590
C: -0.7924 3.0527 2.7513  0.402
C: -0.0800 2.7005 3.8925  -0.354
C: -0.2774 3.3961 5.0767  -0.697
C: -1.1845 4.4450 5.1209  -0.354
C: -1.8859 4.8066 3.9772  -0.620
C: -1.6922 4.1140 2.7935  -0.323
H: -1.1986 -2.3593 -3.3314  0.194
H: -1.0636 -1.5998 -5.6866  0.405
H: -1.0362 0.8218 -6.2170  0.411
H: -1.1136 2.4621 -4.3508  0.407
H: -1.4609 2.9717 -1.9579  0.444
H: 0.6198 1.8769 3.8419  0.439
H: 0.2697 3.1128 5.9666  0.405
H: -1.3500 4.9789 6.0480  0.384
H: -2.5936 5.6249 4.0118  0.381
H: -2.2366 4.3768 1.8968  0.438
O: 2.1760 -2.5165 6.0200  -0.530
C: 1.7999 -2.1584 4.9452  0.586
S: 0.0966 -2.1991 4.4308  -0.128
C: 0.3630 -1.5668 2.8271  0.347
C: 1.6545 -1.2312 2.4888  0.189
S: 2.0905 -0.5673 0.9991  -0.562
S: 2.8873 -1.5229 3.6824  -0.133
S: -0.9368 -1.4310 1.7745  -0.412
C: -0.1589 -4.3334 -1.7130  -1.395
C: 0.7644 -3.5423 -0.8092  -0.060
O: 1.0213 -2.2255 -1.2923  0.255
C: 2.1378 -2.1589 -2.1723  -0.570
C: 2.3022 -0.7378 -2.6612  -0.776
H: -0.3338 -5.3221 -1.2841  0.456
H: 0.2660 -4.4687 -2.7099  0.338
H: -1.1153 -3.8203 -1.7996  0.291
H: 1.7203 -4.0595 -0.6697  0.369
H: 0.3030 -3.4182 0.1709  0.059
H: 1.9730 -2.8319 -3.0212  0.302
H: 3.0348 -2.4931 -1.6381  0.364
H: 1.5247 -0.4715 -3.3771  0.099
H: 3.2764 -0.6125 -3.1356  0.437
H: 2.2499 -0.0373 -1.8215  0.102